Computed, not measured: C21H18BrN3O3SV as an isolated structure, with wB97M-V/def2-TZVPD.

Last column: Löwdin charge in e.
Positions of all 48 atoms, in Å:
V: 0.01 -0.19 -0.24  0.696
O: -2.72 1.06 3.00  0.061
C: -3.55 0.57 2.05  -0.275
C: -4.75 1.25 1.88  0.007
C: -5.68 0.84 0.94  -0.044
C: -5.42 -0.27 0.14  -0.062
C: -4.24 -0.95 0.30  -0.032
C: -3.28 -0.55 1.24  -0.131
C: -2.03 -1.37 1.27  -0.257
O: -1.35 -1.18 0.00  -0.218
N: -1.05 -1.03 2.33  0.027
N: 0.19 -0.67 1.78  -0.112
C: 1.24 -0.69 2.52  -0.123
C: 2.53 -0.37 2.03  -0.514
Br: 2.54 0.01 0.15  1.046
C: 3.63 -0.33 2.81  -0.017
C: 5.02 -0.06 2.57  -0.217
C: 5.66 -0.19 1.32  -0.042
C: 7.00 0.09 1.19  -0.042
C: 7.73 0.52 2.30  -0.021
C: 7.13 0.63 3.54  -0.036
C: 5.79 0.33 3.68  -0.006
H: -1.94 0.49 3.08  0.071
H: -4.94 2.10 2.52  0.131
H: -6.61 1.38 0.83  0.119
H: -6.15 -0.61 -0.59  0.114
H: -4.03 -1.83 -0.30  0.126
H: -2.24 -2.44 1.31  0.170
H: -0.95 -1.78 3.00  0.162
H: 1.16 -0.97 3.57  0.163
H: 3.40 -0.49 3.86  0.141
H: 5.12 -0.57 0.46  0.066
H: 7.49 -0.04 0.24  0.120
H: 8.79 0.74 2.19  0.124
H: 7.70 0.95 4.40  0.123
H: 5.32 0.40 4.65  0.125
O: 0.24 0.23 -2.05  -0.248
N: -0.26 1.38 -2.57  -0.147
C: -0.15 1.56 -3.90  0.041
C: -0.64 2.72 -4.45  0.011
C: -1.23 3.67 -3.63  0.011
C: -1.31 3.45 -2.26  -0.023
C: -0.80 2.28 -1.73  -0.537
S: -0.79 1.88 -0.03  0.884
H: 0.31 0.75 -4.45  0.160
H: -0.56 2.87 -5.52  0.135
H: -1.62 4.59 -4.05  0.137
H: -1.76 4.18 -1.60  0.133

E_tot, hartree: -5116.645313
Spin multiplicity: 2
Charge: +2

Computed, not measured: C21H18CrIN7OS as an isolated structure in a non-equilibrium geometry, with wB97M-V/def2-TZVPD.

Last column: Löwdin charge in e.
Positions of all 50 atoms, in Å:
Cr: 0.22 0.60 -1.24  0.803
N: -1.00 -2.78 -3.36  0.080
C: -1.43 -1.69 -2.71  -0.081
N: -0.37 -0.96 -2.40  0.029
C: 0.69 -1.68 -2.91  -0.282
N: 0.33 -2.78 -3.49  0.181
C: 2.02 -1.11 -2.73  -0.161
C: 3.17 -1.51 -3.40  -0.012
N: 4.31 -0.86 -3.25  0.138
C: 4.33 0.19 -2.44  -0.052
C: 3.20 0.58 -1.73  -0.041
N: 2.04 -0.07 -1.88  0.006
H: -1.54 -3.53 -3.77  0.185
H: -2.46 -1.48 -2.47  0.151
H: 3.14 -2.36 -4.07  0.140
H: 5.27 0.72 -2.34  0.132
H: 3.22 1.41 -1.03  0.133
I: -1.39 6.11 -2.81  0.961
C: -1.69 4.13 -2.26  -0.736
C: -2.87 3.41 -2.21  -0.088
N: -2.55 2.17 -1.81  0.023
N: -1.23 2.03 -1.59  -0.110
C: -0.70 3.23 -1.87  -0.173
H: -3.88 3.71 -2.43  0.140
H: -3.18 1.41 -1.64  0.167
H: 0.36 3.42 -1.75  0.123
O: 0.47 1.48 0.61  -0.584
S: -0.74 1.02 1.43  1.080
C: -0.28 1.03 3.15  -0.381
C: 1.02 0.79 3.55  -0.061
C: 1.30 0.76 4.91  -0.041
C: 0.28 0.96 5.84  -0.035
C: -1.02 1.21 5.41  -0.044
C: -1.31 1.26 4.06  -0.074
C: -0.75 -0.77 1.15  -0.393
C: 0.45 -1.42 0.88  -0.107
C: 0.45 -2.79 0.63  -0.045
C: -0.75 -3.49 0.68  -0.044
C: -1.94 -2.84 0.97  -0.047
C: -1.95 -1.47 1.20  -0.068
H: 1.81 0.66 2.83  0.113
H: 2.31 0.58 5.25  0.120
H: 0.50 0.93 6.89  0.122
H: -1.81 1.39 6.13  0.121
H: -2.31 1.48 3.71  0.115
H: 1.39 -0.87 0.92  0.107
H: 1.37 -3.31 0.43  0.124
H: -0.75 -4.56 0.50  0.122
H: -2.86 -3.40 1.04  0.122
H: -2.87 -0.96 1.44  0.122

Energy relative to the best compared isomer or geometry (same formula, charge and spin), kcal per mole: 10.10
Spin multiplicity: 5
Charge: +2

Computed, not measured: an isolated molecule of C21H18FNO2, with wB97M-V/def2-TZVPD.

Last column: Löwdin charge in e.
Positions of all 43 atoms, in Å:
C: -1.99 -2.98 2.92  -0.080
O: -1.49 -3.30 1.65  -0.076
C: -0.82 -2.35 0.95  -0.279
C: -0.43 -2.70 -0.35  -0.001
C: 0.21 -1.79 -1.15  -0.039
C: 0.50 -0.51 -0.69  -0.210
C: 1.22 0.48 -1.58  -0.216
N: 0.40 1.59 -2.05  0.127
C: -0.81 2.09 -1.72  -0.456
O: -1.11 3.23 -2.05  0.070
C: -1.79 1.22 -1.02  -0.161
C: -2.24 0.03 -1.58  -0.019
C: -3.19 -0.73 -0.93  0.007
C: -3.69 -0.29 0.28  -0.276
F: -4.60 -1.05 0.93  0.055
C: -3.29 0.91 0.84  -0.003
C: -2.35 1.67 0.18  -0.020
C: 2.45 0.98 -0.85  -0.187
C: 2.45 2.21 -0.19  -0.041
C: 3.58 2.62 0.50  -0.076
C: 4.70 1.82 0.54  -0.091
C: 4.70 0.60 -0.11  -0.079
C: 3.58 0.18 -0.80  -0.031
C: 0.17 -0.19 0.62  -0.020
C: -0.50 -1.09 1.43  0.001
H: -1.19 -2.75 3.63  0.095
H: -2.69 -2.14 2.87  0.089
H: -2.52 -3.87 3.26  0.095
H: -0.67 -3.69 -0.70  0.120
H: 0.49 -2.07 -2.15  0.118
H: 1.55 -0.06 -2.48  0.150
H: 0.96 2.27 -2.56  0.156
H: -1.85 -0.30 -2.53  0.129
H: -3.55 -1.66 -1.35  0.126
H: -3.72 1.24 1.77  0.120
H: -2.03 2.62 0.58  0.126
H: 1.58 2.84 -0.22  0.114
H: 3.57 3.58 1.00  0.104
H: 5.58 2.15 1.08  0.101
H: 5.58 -0.03 -0.08  0.103
H: 3.58 -0.77 -1.30  0.117
H: 0.42 0.79 1.01  0.125
H: -0.76 -0.79 2.43  0.111

SMILES: COc1ccc([C@@H](NC(=O)c2ccc(F)cc2)c2ccccc2)cc1
Energy relative to the best compared isomer or geometry (same formula, charge and spin), kcal per mole: 5.81

Computed, not measured: C21H18NO5ReS as an isolated structure in a non-equilibrium geometry, with wB97M-V/def2-TZVPD.

Last column: Löwdin charge in e.
Positions of all 47 atoms, in Å:
Re: 0.72 2.44 1.32  1.863
O: -0.94 5.74 2.74  0.305
C: -0.07 4.88 2.36  -0.378
O: -0.23 3.64 2.51  -0.053
C: 1.11 5.28 1.68  -0.107
C: 1.68 6.62 1.49  0.145
C: 2.46 6.81 0.32  0.107
C: 2.70 5.74 -0.64  0.131
C: 2.16 4.51 -0.29  -0.103
N: 1.70 4.23 1.00  0.008
C: 1.66 3.48 -1.27  -0.333
O: 1.46 3.72 -2.45  0.238
O: 1.01 2.38 -0.56  -0.256
H: -1.77 5.38 3.16  0.226
H: 1.54 7.40 2.23  0.159
H: 2.81 7.81 0.06  0.154
H: 3.00 6.03 -1.64  0.162
O: 1.04 1.34 2.63  -0.284
S: -2.43 -1.64 -0.63  1.020
C: -2.26 -3.16 0.40  -0.381
C: -1.36 -3.05 1.61  -0.257
C: -1.54 -1.97 2.53  -0.082
C: -0.61 -1.67 3.47  -0.101
C: 0.53 -2.50 3.60  -0.058
C: 0.62 -3.71 2.88  -0.058
C: -0.27 -3.96 1.86  -0.031
C: -0.77 -1.68 -1.41  -0.404
C: -0.70 -2.61 -2.59  -0.245
C: -1.64 -2.53 -3.61  0.001
C: -1.63 -3.44 -4.66  -0.020
C: -0.75 -4.49 -4.70  0.019
C: 0.27 -4.52 -3.74  0.006
C: 0.31 -3.57 -2.73  -0.003
H: -1.93 -3.94 -0.26  0.082
H: -3.30 -3.43 0.64  0.105
H: -2.46 -1.37 2.42  0.113
H: -0.76 -0.74 4.03  0.105
H: 1.32 -2.25 4.29  0.105
H: 1.45 -4.40 3.21  0.141
H: -0.13 -4.76 1.18  0.106
H: -0.06 -1.99 -0.62  0.090
H: -0.39 -0.69 -1.66  0.091
H: -2.47 -1.83 -3.58  0.124
H: -2.35 -3.26 -5.44  0.127
H: -0.83 -5.29 -5.43  0.142
H: 1.00 -5.37 -3.72  0.149
H: 1.12 -3.61 -1.99  0.130

E_tot, hartree: -1717.249470
Spin multiplicity: 4
Charge: +3

Computed, not measured: a 2-piece molecular cluster, C21H19BF6O6 overall in a non-equilibrium geometry, with wB97M-V/def2-TZVPD.

Last column: Löwdin charge in e.
Positions of all 53 atoms, in Å:
F: -3.68 4.15 3.12  0.118
C: -3.84 2.86 3.57  -0.507
F: -3.58 2.86 4.90  0.116
F: -5.16 2.54 3.39  0.112
C: -2.99 1.85 2.84  -0.135
C: -1.99 1.14 3.47  -0.004
C: -1.13 0.32 2.74  -0.014
C: -1.24 0.19 1.35  -0.172
C: -0.27 -0.64 0.54  -0.052
C: -0.96 -1.57 -0.44  -0.133
C: -2.32 -1.86 -0.72  -0.009
C: -2.70 -2.47 -1.92  -0.005
C: -1.76 -2.94 -2.82  -0.136
C: -2.19 -3.38 -4.19  -0.512
F: -1.17 -3.34 -5.08  0.115
F: -2.69 -4.65 -4.10  0.117
F: -3.18 -2.60 -4.74  0.119
C: -0.44 -2.81 -2.47  -0.007
C: -0.06 -2.20 -1.30  -0.034
C: -2.43 0.69 0.82  -0.026
C: -3.29 1.51 1.54  -0.008
H: -1.80 1.34 4.51  0.119
H: -0.37 -0.21 3.30  0.119
H: 0.43 -1.25 1.16  0.137
H: 0.61 -0.15 0.25  0.052
H: -3.12 -1.65 -0.03  0.109
H: -3.74 -2.57 -2.17  0.123
H: 0.31 -3.12 -3.19  0.124
H: 0.98 -2.24 -1.00  0.119
H: -2.69 0.47 -0.20  0.110
H: -4.14 1.96 1.05  0.127
C: 1.71 4.07 1.03  0.032
C: 1.56 2.57 1.03  -0.449
O: 1.08 1.91 1.97  0.095
O: 2.03 2.02 -0.10  0.187
B: 2.23 0.56 -0.11  -0.441
O: 2.76 0.17 -1.43  0.178
C: 1.99 0.26 -2.53  -0.481
C: 2.76 0.10 -3.83  0.029
O: 0.77 0.45 -2.50  0.101
O: 3.29 0.21 0.85  0.176
C: 3.47 -1.05 1.29  -0.472
C: 4.84 -1.21 1.94  0.029
O: 2.65 -1.95 1.20  0.102
H: 1.88 4.54 0.05  0.096
H: 0.78 4.47 1.43  0.087
H: 2.46 4.38 1.77  0.100
H: 3.78 -0.31 -3.73  0.091
H: 2.19 -0.58 -4.46  0.086
H: 2.78 1.04 -4.39  0.098
H: 5.22 -0.33 2.48  0.091
H: 4.77 -2.01 2.68  0.083
H: 5.60 -1.53 1.21  0.098

SMILES: FC(F)(F)c1ccc(Cc2ccc(C(F)(F)F)cc2)cc1.CC(=O)OB(OC(C)=O)OC(C)=O
Energy relative to the best compared isomer or geometry (same formula, charge and spin), kcal per mole: 51.34

Computed, not measured: C21H19Co2O6Zr as an isolated structure in a non-equilibrium geometry, with wB97M-V/def2-TZVPD.

Last column: Löwdin charge in e.
Positions of all 49 atoms, in Å:
C: 0.30 2.15 3.15  -0.108
Zr: 0.06 -0.48 -0.63  1.639
C: 0.13 1.20 -2.06  -0.269
C: -1.56 -1.88 0.71  -0.149
C: -2.12 -0.55 0.71  -0.141
C: -2.41 -0.19 -0.65  -0.164
C: -1.97 -1.26 -1.51  -0.200
C: -1.45 -2.32 -0.67  -0.199
C: 1.88 -1.16 1.16  -0.128
C: 2.47 -0.17 0.30  -0.139
C: 2.44 -0.68 -1.04  -0.192
C: 1.80 -1.99 -1.02  -0.214
C: 1.50 -2.28 0.37  -0.174
H: 0.33 1.45 4.01  0.099
H: 1.30 2.07 2.66  0.077
H: -0.35 1.74 2.36  0.056
H: 0.15 0.83 -3.10  0.017
H: -0.74 1.87 -1.99  0.001
H: 1.01 1.83 -1.93  0.002
H: -1.35 -2.48 1.60  0.132
H: -2.41 0.01 1.61  0.126
H: -2.92 0.72 -0.95  0.129
H: -2.08 -1.31 -2.59  0.133
H: -1.13 -3.31 -1.00  0.131
H: 1.87 -1.10 2.26  0.126
H: 2.97 0.74 0.63  0.127
H: 2.88 -0.20 -1.93  0.129
H: 1.70 -2.68 -1.87  0.133
H: 1.13 -3.24 0.74  0.128
O: -2.58 6.51 5.22  0.157
C: -1.55 6.15 5.61  -0.097
Co: 0.06 5.72 6.26  0.050
C: 0.98 6.74 5.15  -0.139
O: 1.57 7.50 4.50  0.155
C: -0.10 6.81 7.61  -0.142
O: -0.20 7.61 8.44  0.149
C: 0.10 3.72 6.17  -0.225
C: 0.46 3.68 4.88  -0.297
C: -0.02 3.54 3.55  -0.258
Co: 1.87 3.79 5.96  0.066
C: 2.98 4.54 4.74  -0.080
O: 3.63 5.09 3.95  0.153
C: 2.85 2.33 6.51  -0.051
O: 3.46 1.40 6.84  0.133
C: 2.16 5.05 7.24  -0.170
O: 2.68 5.59 8.14  0.131
H: -0.71 3.25 6.72  0.094
H: 0.50 4.28 2.90  0.135
H: -1.11 3.77 3.49  0.133

Energy relative to the best compared isomer or geometry (same formula, charge and spin), kcal per mole: 0.00
Charge: +1

Q: Which formula does entry 6 have?
A: C21H19Co2O6Zr

Q: Which formula does entry 4 have?
A: C21H18NO5ReS

Q: Number 6 is which compound?
A: C21H19Co2O6Zr